Entry w
Here is a 2-piece molecular cluster, CH9N6 overall from OMol25. Energies are from the ωB97M-V functional and the def2-TZVPD basis.

Geometry as ORCA input:
```
! wB97M-V def2-TZVPD RIJCOSX def2/J DEFGRID3
* xyz 1 3
H 0.89526 -2.03456 -1.09509
H 1.86368 -0.92235 0.63513
H -0.55411 1.26263 -1.20670
H -1.21266 -1.48755 -1.21580
N -0.64345 -0.70235 -0.87425
H 1.09347 2.27105 2.13623
H -1.93580 -0.29723 2.11969
C -0.42730 0.94600 1.83233
H -0.90668 0.37888 -2.56103
N 1.55733 -0.34481 -0.14353
N -1.13866 -0.02053 1.57412
H 2.35652 0.07565 -0.60401
N 0.22750 1.93002 1.77877
H -0.90025 -0.48965 0.27012
N -1.05819 0.45375 -1.55814
N 0.78335 -1.01894 -1.08786
*
```

---

Entry x
Here is CH9N6 as an isolated structure from OMol25. Energies are from the ωB97M-V functional and the def2-TZVPD basis.

Geometry as ORCA input:
```
! wB97M-V def2-TZVPD RIJCOSX def2/J DEFGRID3
* xyz 1 3
H -0.84382 -2.84309 -1.43554
N -0.93921 -3.90311 0.50882
N 1.10881 0.02158 -0.78620
H -0.42739 2.49189 2.17668
N 0.57749 0.86904 -0.02825
H 0.64433 -0.82781 -1.20516
N -0.95182 2.30072 1.22874
N 0.00119 -3.02413 0.21002
N -0.00056 -2.50287 -0.92025
H -1.50216 3.01002 0.71810
H 2.02731 0.20416 -1.23684
H 1.13029 3.99517 -0.30843
H -1.57657 -4.03807 -0.20072
C -0.26252 1.54170 0.44942
H -0.68800 -4.56734 1.23193
H 0.69961 3.84432 0.37252
*
```

---

Pick the most stable structure from those above. Pick: entry w